Record 1
{"formula": "C8H13AlO5", "method": "the ωB97M-V functional and the def2-TZVPD basis", "total_charge": 2, "total_energy_ev": -25314.843, "fmax_ev_per_a": 4.59, "gap_ev": 1.85, "symbols": ["Al", "O", "H", "O", "C", "O", "C", "C", "C", "H", "H", "H", "H", "H", "H", "O", "C", "O", "C", "C", "C", "H", "H", "H", "H", "H", "H"], "xyz": [[0.638, 3.277, -6.019], [1.997, 1.329, -2.656], [2.503, 0.841, -1.978], [-2.212, 3.553, -1.581], [-2.657, 3.416, -0.393], [-3.312, 4.368, 0.246], [-3.609, 3.972, 1.576], [-2.580, 2.897, 1.796], [-2.411, 2.194, 0.467], [-4.600, 3.562, 1.773], [-3.401, 4.732, 2.329], [-3.038, 2.192, 2.490], [-1.649, 3.285, 2.211], [-3.138, 1.513, 0.026], [-1.392, 1.829, 0.337], [2.804, -5.885, 1.098], [2.749, -4.772, 0.533], [3.691, -3.879, 0.745], [3.403, -2.673, 0.033], [1.926, -2.810, -0.362], [1.526, -4.347, -0.324], [3.948, -2.710, -0.910], [3.465, -1.743, 0.598], [1.716, -2.444, -1.367], [1.422, -2.187, 0.378], [1.541, -4.825, -1.304], [0.669, -4.687, 0.258]], "nbo_charge": [0.999, -0.403, 0.439, -0.417, 0.804, -0.409, -0.085, -0.434, -0.489, 0.214, 0.232, 0.254, 0.240, 0.271, 0.258, -0.319, 0.786, -0.407, -0.080, -0.426, -0.464, 0.201, 0.221, 0.237, 0.228, 0.270, 0.279]}

=====

Record 2
{"formula": "C28H47N8O7", "method": "the ωB97M-V functional and the def2-TZVPD basis", "total_charge": 1, "total_energy_ev": -56016.100, "fmax_ev_per_a": 18.41, "gap_ev": 4.45, "symbols": ["C", "C", "C", "C", "C", "C", "N", "O", "C", "C", "C", "H", "H", "H", "H", "H", "H", "H", "H", "H", "H", "H", "H", "H", "H", "H", "H", "H", "H", "N", "C", "C", "C", "C", "H", "H", "H", "H", "H", "N", "C", "C", "C", "C", "H", "H", "H", "H", "H", "N", "C", "C", "C", "C", "H", "H", "H", "H", "H", "N", "C", "C", "C", "C", "H", "H", "H", "H", "H", "C", "N", "O", "O", "H", "H", "H", "C", "N", "O", "O", "H", "H", "H", "C", "N", "O", "O", "H", "H", "H"], "xyz": [[-0.792, -1.054, 1.779], [-0.703, 0.126, 0.748], [0.356, -0.334, -0.347], [-0.317, -1.196, -1.328], [-1.529, -0.419, -2.017], [-2.603, -0.002, -1.052], [-2.078, 0.567, 0.263], [-2.864, 1.023, 1.122], [-3.568, -1.187, -0.625], [-3.585, 1.183, -1.727], [-0.113, 1.386, 1.461], [-1.130, -1.847, 1.622], [-1.458, -0.703, 2.392], [0.033, -1.015, 2.394], [1.155, -0.831, 0.124], [0.750, 0.624, -0.781], [-0.699, -2.179, -0.958], [0.320, -1.629, -1.972], [-2.111, -0.959, -2.808], [-1.178, 0.594, -2.598], [-3.044, -1.748, 0.040], [-3.634, -1.993, -1.439], [-4.376, -1.135, -0.122], [-3.260, 2.157, -1.597], [-4.386, 1.300, -1.169], [-3.928, 0.796, -2.626], [0.926, 1.240, 1.642], [-0.606, 1.680, 2.323], [-0.186, 2.132, 0.801], [2.156, 5.524, -1.465], [2.265, 5.844, -0.117], [2.502, 4.620, 0.729], [2.380, 3.516, -0.225], [2.179, 4.171, -1.652], [1.817, 6.161, -2.358], [2.226, 6.786, 0.050], [2.924, 4.728, 1.682], [2.415, 2.502, 0.147], [2.040, 3.567, -2.595], [-0.385, 2.147, 5.200], [0.667, 1.376, 4.887], [1.745, 2.432, 4.357], [0.960, 3.744, 4.421], [-0.268, 3.527, 5.204], [-1.345, 1.828, 5.506], [0.761, 0.319, 4.905], [2.781, 2.197, 3.957], [1.289, 4.857, 4.298], [-0.972, 4.027, 5.338], [3.001, -5.301, -2.547], [2.303, -4.294, -3.228], [3.142, -4.008, -4.409], [4.215, -5.121, -4.587], [3.975, -5.902, -3.309], [2.560, -5.584, -1.668], [1.595, -4.096, -2.656], [3.126, -3.166, -5.093], [4.815, -5.242, -5.313], [4.612, -6.907, -2.832], [-0.658, 4.726, 0.498], [-1.243, 4.701, 1.825], [-2.738, 4.570, 1.619], [-2.986, 4.434, 0.157], [-1.707, 4.502, -0.522], [0.502, 4.944, 0.423], [-0.837, 4.893, 2.872], [-3.461, 4.388, 2.289], [-3.795, 4.148, -0.377], [-1.384, 4.437, -1.402], [-2.880, -6.178, -2.247], [-2.743, -4.707, -1.883], [-2.942, -4.017, -2.873], [-2.583, -4.393, -0.779], [-3.358, -6.642, -1.307], [-1.897, -6.620, -2.496], [-3.377, -6.545, -3.151], [-0.845, -5.298, 4.691], [-0.633, -3.854, 4.402], [-1.527, -2.985, 4.852], [0.315, -3.558, 3.840], [-0.622, -5.241, 5.640], [0.017, -5.822, 4.142], [-1.795, -5.646, 4.497], [4.061, 0.974, -4.138], [3.530, 0.416, -2.878], [3.858, 1.030, -1.905], [2.669, -0.452, -2.924], [3.677, 1.943, -4.051], [3.389, 0.343, -4.886], [5.121, 0.678, -4.098]], "lowdin_charge": [0.055, -0.301, -0.116, -0.161, -0.093, -0.329, 0.061, 0.210, 0.035, 0.057, -0.001, -0.024, 0.048, 0.092, 0.121, 0.131, 0.127, 0.054, 0.132, 0.177, 0.035, 0.118, 0.026, 0.040, 0.024, 0.079, 0.087, 0.058, 0.023, -0.033, -0.116, -0.070, -0.060, -0.102, 0.243, 0.039, 0.072, 0.057, 0.100, -0.056, -0.093, -0.039, -0.109, -0.083, 0.184, 0.080, 0.080, 0.109, -0.023, -0.062, -0.089, -0.050, -0.007, -0.135, 0.146, -0.003, 0.059, -0.016, 0.165, -0.014, -0.079, -0.059, -0.089, -0.075, 0.141, 0.088, 0.023, 0.033, 0.000, 0.036, -0.464, 0.052, 0.102, 0.123, 0.098, 0.095, 0.077, -0.421, -0.021, 0.120, 0.044, 0.144, 0.080, 0.059, -0.473, 0.064, 0.040, 0.065, 0.145, 0.119]}

=====

Record 3
{"formula": "C44H66N17O2", "method": "the ωB97M-V functional and the def2-TZVPD basis", "total_charge": 1, "total_energy_ev": -76110.632, "fmax_ev_per_a": 2.47, "gap_ev": 6.68, "symbols": ["C", "C", "C", "O", "O", "C", "C", "C", "C", "C", "C", "N", "C", "C", "C", "C", "C", "N", "H", "H", "H", "H", "H", "H", "H", "H", "H", "H", "H", "H", "H", "H", "H", "H", "H", "H", "H", "H", "H", "C", "C", "N", "H", "H", "H", "C", "C", "N", "H", "H", "H", "C", "C", "N", "H", "H", "H", "C", "C", "N", "H", "H", "H", "C", "C", "N", "H", "H", "H", "C", "C", "N", "H", "H", "H", "C", "C", "N", "H", "H", "H", "C", "C", "N", "H", "H", "H", "C", "C", "N", "H", "H", "H", "C", "C", "N", "H", "H", "H", "C", "C", "N", "H", "H", "H", "C", "C", "N", "H", "H", "H", "C", "C", "N", "H", "H", "H", "C", "C", "N", "H", "H", "H", "C", "C", "N", "H", "H", "H"], "xyz": [[5.648, -1.127, -1.561], [4.402, -1.313, -1.034], [3.862, -0.705, 0.218], [3.251, -1.359, 1.028], [4.033, 0.620, 0.429], [3.292, 1.427, -0.528], [4.247, 2.161, -1.467], [3.552, 2.945, -2.602], [2.136, 2.452, -2.972], [2.221, 1.138, -3.809], [1.322, -0.032, -3.364], [0.102, 0.364, -2.646], [-1.002, 0.728, -3.278], [-2.188, 1.098, -2.655], [-2.170, 1.112, -1.256], [-3.366, 1.516, -0.465], [-0.923, 0.739, -0.702], [0.160, 0.362, -1.324], [6.575, -1.432, -1.078], [5.728, -0.692, -2.561], [3.691, -1.959, -1.558], [2.711, 2.173, 0.019], [2.650, 0.740, -1.080], [4.939, 1.417, -1.867], [4.856, 2.833, -0.855], [4.157, 2.813, -3.503], [3.514, 4.008, -2.360], [1.472, 2.397, -2.108], [1.725, 3.218, -3.636], [2.093, 1.397, -4.862], [3.252, 0.776, -3.716], [0.992, -0.563, -4.261], [1.848, -0.773, -2.765], [-0.959, 0.734, -4.363], [-3.076, 1.370, -3.209], [-4.133, 1.942, -1.105], [-3.728, 0.656, 0.104], [-3.104, 2.291, 0.264], [-0.842, 0.765, 0.383], [4.675, 3.411, 2.723], [4.658, 4.828, 2.306], [4.646, 5.927, 1.971], [4.792, 2.781, 1.854], [5.486, 3.264, 3.413], [3.732, 3.180, 3.215], [-6.124, 2.333, 2.298], [-6.347, 1.854, 0.938], [-6.544, 1.479, -0.128], [-5.153, 1.995, 2.657], [-6.150, 3.421, 2.312], [-6.902, 1.946, 2.955], [-1.455, 5.412, 1.150], [-2.827, 5.213, 0.699], [-3.909, 5.052, 0.348], [-1.434, 5.514, 2.234], [-0.846, 4.557, 0.863], [-1.039, 6.310, 0.699], [2.097, -4.489, 2.119], [1.262, -5.556, 1.573], [0.600, -6.390, 1.143], [2.276, -3.732, 1.358], [1.600, -4.026, 2.970], [3.051, -4.893, 2.449], [-3.457, 5.619, -3.850], [-2.246, 5.591, -3.036], [-1.300, 5.569, -2.384], [-3.256, 5.189, -4.830], [-4.243, 5.046, -3.360], [-3.793, 6.646, -3.976], [-0.431, -0.303, 3.853], [-0.299, 1.111, 3.508], [-0.183, 2.218, 3.225], [-0.435, -0.907, 2.948], [0.406, -0.608, 4.478], [-1.359, -0.466, 4.397], [5.222, -1.336, 3.991], [5.311, 0.067, 3.597], [5.381, 1.165, 3.262], [5.316, -1.971, 3.112], [6.020, -1.576, 4.692], [4.263, -1.529, 4.463], [-10.297, 1.480, -0.621], [-10.479, 1.556, 0.824], [-10.603, 1.615, 1.965], [-11.118, 1.982, -1.131], [-9.359, 1.961, -0.893], [-10.267, 0.439, -0.935], [-11.898, -0.589, 4.128], [-12.091, -2.036, 4.162], [-12.238, -3.175, 4.188], [-11.232, -0.287, 4.933], [-11.460, -0.294, 3.178], [-12.855, -0.085, 4.249], [4.165, -0.247, -7.163], [4.690, 0.089, -5.844], [5.108, 0.354, -4.807], [3.508, -1.112, -7.090], [3.604, 0.596, -7.565], [4.980, -0.485, -7.844], [7.864, -2.607, -8.989], [6.480, -2.673, -9.450], [5.397, -2.737, -9.824], [8.424, -1.906, -9.604], [7.894, -2.277, -7.952], [8.323, -3.591, -9.062], [3.404, -2.654, 7.885], [3.250, -3.175, 6.529], [3.128, -3.592, 5.466], [4.374, -2.945, 8.285], [3.333, -1.568, 7.876], [2.621, -3.055, 8.526], [3.185, -1.343, -12.300], [3.325, 0.076, -12.612], [3.434, 1.195, -12.848], [3.282, -1.937, -13.207], [3.955, -1.648, -11.594], [2.207, -1.530, -11.859], [3.486, -6.207, 10.403], [4.655, -5.345, 10.562], [5.571, -4.664, 10.683], [2.668, -5.647, 9.954], [3.734, -7.050, 9.760], [3.169, -6.582, 11.374], [-10.794, -5.689, 6.613], [-10.083, -5.355, 7.843], [-9.519, -5.093, 8.809], [-11.438, -6.550, 6.778], [-11.404, -4.845, 6.294], [-10.081, -5.924, 5.826]], "lowdin_charge": [0.068, -0.061, -0.504, 0.098, -0.024, -0.163, -0.145, -0.171, -0.186, -0.155, -0.093, -0.088, 0.021, 0.065, -0.170, -0.033, -0.020, 0.171, 0.080, 0.034, 0.114, 0.138, 0.081, 0.087, 0.119, 0.103, 0.117, 0.088, 0.110, 0.112, 0.057, 0.129, 0.116, 0.156, 0.137, 0.072, 0.102, 0.081, 0.128, -0.139, -0.275, 0.107, 0.035, 0.051, 0.082, -0.053, -0.279, 0.138, 0.078, 0.086, 0.087, -0.071, -0.296, 0.128, 0.085, 0.067, 0.083, -0.083, -0.288, 0.118, 0.054, 0.061, 0.080, -0.063, -0.281, 0.134, 0.081, 0.080, 0.089, -0.059, -0.284, 0.128, 0.077, 0.083, 0.086, -0.057, -0.196, 0.148, 0.081, 0.088, 0.045, -0.066, -0.263, 0.134, 0.084, 0.065, 0.086, -0.077, -0.275, 0.123, 0.084, 0.032, 0.086, -0.047, -0.241, 0.159, 0.088, 0.089, 0.068, -0.058, -0.267, 0.138, 0.088, 0.082, 0.088, -0.055, -0.265, 0.143, 0.079, 0.085, 0.080, -0.077, -0.290, 0.119, 0.084, 0.033, 0.080, -0.068, -0.288, 0.128, 0.072, 0.085, 0.085, -0.076, -0.290, 0.115, 0.082, 0.054, 0.080]}

=====

Record 4
{"formula": "C4H8N2", "method": "the ωB97M-V functional and the def2-TZVPD basis", "total_energy_ev": -7257.029, "fmax_ev_per_a": 1.13, "gap_ev": 10.19, "symbols": ["C", "N", "C", "C", "C", "N", "H", "H", "H", "H", "H", "H", "H", "H"], "xyz": [[-0.490, 1.327, 0.231], [-0.476, 0.030, -0.454], [-1.065, -0.984, 0.410], [0.832, -0.393, -0.967], [1.919, -0.199, 0.018], [2.687, 0.005, 0.858], [-1.520, 1.693, 0.330], [0.066, 2.072, -0.342], [-0.072, 1.290, 1.253], [-0.439, -1.202, 1.294], [-1.226, -1.905, -0.158], [-2.040, -0.642, 0.776], [1.110, 0.122, -1.896], [0.832, -1.461, -1.232]], "nbo_charge": [-0.427, -0.417, -0.420, -0.326, 0.255, -0.328, 0.208, 0.206, 0.183, 0.176, 0.200, 0.208, 0.239, 0.242]}

=====

Record 5
{"formula": "C5H5NO", "method": "the ωB97M-V functional and the def2-TZVPD basis", "total_energy_ev": -8800.657, "fmax_ev_per_a": 5.09, "gap_ev": 9.25, "symbols": ["C", "C", "N", "C", "O", "C", "C", "H", "H", "H", "H", "H"], "xyz": [[-1.054, 1.664, 0.074], [-0.025, 0.860, -0.106], [1.353, 1.120, -0.057], [2.034, 0.081, 0.060], [1.370, -1.134, 0.012], [0.032, -0.888, -0.065], [-0.927, -1.783, -0.026], [-0.933, 2.809, 0.099], [-2.095, 1.188, -0.153], [3.171, 0.062, 0.058], [-1.041, -2.766, 0.150], [-1.886, -1.213, -0.047]], "nbo_charge": [-0.425, 0.110, -0.493, 0.409, -0.484, 0.274, -0.478, 0.237, 0.221, 0.206, 0.219, 0.204]}

=====

Record 6
{"formula": "C4H6N2", "method": "the ωB97M-V functional and the def2-TZVPD basis", "total_energy_ev": -7220.763, "fmax_ev_per_a": 4.14, "gap_ev": 8.51, "symbols": ["C", "C", "C", "N", "C", "N", "H", "H", "H", "H", "H", "H"], "xyz": [[0.834, 1.392, 1.192], [0.257, 0.549, 0.171], [0.478, 0.373, -1.050], [-0.562, -1.516, -1.336], [-1.152, -1.248, -0.245], [-0.907, -0.114, 0.350], [1.681, 1.961, 0.821], [1.199, 0.787, 2.019], [0.063, 2.061, 1.569], [0.804, 0.040, -2.000], [-0.793, -2.426, -1.719], [-1.903, -1.859, 0.230]], "nbo_charge": [-0.630, 0.067, 0.083, -0.754, 0.258, -0.534, 0.222, 0.237, 0.242, 0.265, 0.361, 0.184]}

=====

Record 7
{"formula": "C4H9N3", "method": "the ωB97M-V functional and the def2-TZVPD basis", "total_energy_ev": -8763.462, "fmax_ev_per_a": 0.41, "gap_ev": 8.78, "symbols": ["C", "C", "N", "N", "C", "C", "N", "H", "H", "H", "H", "H", "H", "H", "H", "H"], "xyz": [[0.194, -0.412, -1.797], [-0.060, 0.656, -1.039], [-0.051, 1.959, -1.536], [-0.286, 0.614, 0.343], [-0.002, -0.501, 1.136], [-0.864, -0.967, 2.039], [1.253, -1.060, 0.916], [0.420, -0.302, -2.842], [0.229, -1.401, -1.380], [-0.620, 2.613, -1.023], [-0.183, 2.019, -2.535], [-1.118, 1.104, 0.643], [-0.594, -1.760, 2.712], [-1.850, -0.557, 2.142], [1.610, -1.587, 1.696], [1.923, -0.418, 0.526]], "nbo_charge": [-0.579, 0.342, -0.813, -0.637, 0.365, -0.585, -0.821, 0.198, 0.224, 0.370, 0.381, 0.387, 0.200, 0.199, 0.384, 0.386]}

=====

Record 8
{"formula": "C6H13NO2", "method": "the ωB97M-V functional and the def2-TZVPD basis", "total_energy_ev": -12018.093, "fmax_ev_per_a": 3.69, "gap_ev": 10.28, "symbols": ["C", "C", "C", "N", "O", "H", "H", "H", "H", "H", "H", "H", "C", "C", "C", "O", "H", "H", "H", "H", "H", "H"], "xyz": [[1.975, -0.602, -1.463], [2.007, 0.507, -0.414], [1.104, 0.319, 0.790], [0.700, -0.985, 1.057], [0.820, 1.217, 1.563], [2.459, -0.259, -2.379], [0.950, -0.888, -1.708], [2.504, -1.495, -1.116], [3.024, 0.628, -0.028], [1.719, 1.461, -0.863], [0.305, -1.165, 1.971], [0.946, -1.736, 0.433], [-2.240, -0.038, 1.394], [-1.607, -0.374, 0.069], [-1.446, 0.955, -0.844], [-1.631, -1.459, -0.453], [-2.471, -0.949, 1.949], [-1.520, 0.565, 1.948], [-3.142, 0.545, 1.258], [-2.468, 1.255, -1.057], [-0.974, 0.702, -1.790], [-1.011, 1.797, -0.316]], "nbo_charge": [-0.626, -0.508, 0.690, -0.835, -0.631, 0.225, 0.221, 0.203, 0.238, 0.233, 0.409, 0.408, -0.749, 0.644, -0.740, -0.579, 0.223, 0.252, 0.238, 0.230, 0.221, 0.233]}

=====

Record 9
{"formula": "C2H4BrN", "method": "the ωB97M-V functional and the def2-TZVPD basis", "total_energy_ev": -73667.323, "fmax_ev_per_a": 2.06, "gap_ev": [9.60, 8.25], "symbols": ["C", "C", "N", "Br", "H", "H", "H", "H"], "xyz": [[0.793, -1.380, -0.510], [-0.884, 1.357, 0.291], [0.162, -0.611, -1.204], [0.204, 0.916, 1.699], [1.194, -2.315, -0.906], [1.012, -1.208, 0.561], [-0.572, 2.182, -0.314], [-1.909, 1.059, 0.384]], "nbo_charge": [-0.218, -0.427, -0.222, 0.083, 0.200, 0.192, 0.197, 0.194]}

=====

Record 10
{"formula": "C3H5NOS2", "method": "the ωB97M-V functional and the def2-TZVPD basis", "total_energy_ev": -28393.581, "fmax_ev_per_a": 7.66, "gap_ev": 7.57, "symbols": ["C", "C", "C", "H", "H", "H", "H", "H", "N", "O", "S", "S"], "xyz": [[-0.344, -0.574, -0.597], [-0.898, 0.801, -0.433], [1.063, -0.347, -0.091], [-0.784, -1.556, 1.518], [-0.199, -0.668, -1.673], [-1.990, 0.787, -0.119], [-0.740, 1.434, -1.353], [1.548, 0.828, 1.767], [1.282, 1.154, 0.113], [-0.182, 1.383, 0.630], [-1.065, -1.955, 0.258], [2.308, -1.289, -0.020]], "nbo_charge": [-0.512, -0.097, -0.041, 0.130, 0.274, 0.219, 0.185, 0.369, -0.252, -0.441, 0.044, 0.120]}